A 2-piece molecular cluster, C2H7NO2 overall at a distorted geometry, computed with ωB97M-V with the def2-TZVPD basis set.

Values from the calculation:
relative energy (zero: lowest compared OMol25 entry of this formula, charge and spin) = 152.0 kcal per mole
frontier orbital gap (spin up / spin down) = 8.94 / 8.76 eV
total charge = 0
HOMO (spin up / spin down) = -9.108 / -8.996 eV
LUMO energy (spin up / spin down) = -0.16 / -0.23 eV
DFT total energy = -285.42951 Ha
maximum force = 2.7 eV/Å

Last column: Löwdin charge in e.
Element x y z (Å)
O -0.748 0.331 -1.283  -0.0258
O 1.032 1.066 -0.142  -0.1644
N 2.277 1.374 -0.272  0.0239
C -1.172 -1.442 0.340  -0.0894
C -1.158 0.020 -0.100  -0.4655
H -0.175 -1.875 0.257  0.0686
H 2.991 0.650 -0.254  0.1210
H -0.165 0.515 0.538  0.1590
H 2.528 2.354 -0.372  0.1189
H -2.070 0.570 0.218  0.1162
H -1.845 -2.009 -0.308  0.0695
H -1.494 -1.552 1.378  0.0681



A 2-piece molecular cluster, C2H7NO2S overall at a distorted geometry, computed with ωB97M-V with the def2-TZVPD basis set.

Values from the calculation:
relative energy (zero: lowest compared OMol25 entry of this formula, charge and spin) = 106.3 kcal per mole
frontier orbital gap = 9.25 eV
total charge = 0
HOMO = -8.908 eV
LUMO energy = 0.34 eV
DFT total energy = -683.67647 Ha
maximum force = 7.8 eV/Å

Last column: Löwdin charge in e.
Element x y z (Å)
S -2.292 -0.322 0.253  0.7564
O -2.987 0.978 0.640  -0.4213
O -2.407 -0.591 -1.183  -0.5291
N 0.185 0.408 0.118  -0.2080
C 0.710 -0.348 1.194  -0.1944
C 0.390 0.243 -1.178  -0.0329
H 0.125 -0.125 2.070  0.0523
H -0.319 0.741 -1.767  0.0334
H 0.520 -1.445 1.135  0.0847
H -2.361 1.912 0.253  0.2431
H 1.798 -0.086 1.295  0.1005
H 0.931 -0.655 -1.570  0.0949
H -3.469 -1.036 0.554  0.0204



C2H7NO2S as an isolated structure at a distorted geometry, computed with ωB97M-V with the def2-TZVPD basis set.

Values from the calculation:
relative energy (zero: lowest compared OMol25 entry of this formula, charge and spin) = 125.5 kcal per mole
frontier orbital gap (spin up / spin down) = 8.19 / 8.19 eV
total charge = 0
HOMO (spin up / spin down) = -8.922 / -8.921 eV
LUMO energy (spin up / spin down) = -0.73 / -0.73 eV
DFT total energy = -683.64576 Ha
maximum force = 2.7 eV/Å

Last column: Löwdin charge in e.
Element x y z (Å)
S -1.036 0.325 0.208  0.8667
O -0.203 2.186 -0.537  -0.3724
O -2.013 0.248 1.249  -0.4003
N 1.702 -0.354 0.365  -0.0424
C 0.584 -0.126 1.194  -0.2956
C -1.538 -0.678 -0.926  -0.2295
H 0.326 -1.076 1.716  0.1225
H -0.998 2.692 -0.897  0.0163
H -2.534 -0.962 -0.852  0.0128
H -1.115 -0.601 -1.880  0.0078
H 1.761 0.369 -0.404  0.1096
H 0.838 0.816 1.706  0.1039
H 1.869 -1.366 0.180  0.1006



C2H7NO2S in the gas phase at a distorted geometry, computed with ωB97M-V with the def2-TZVPD basis set.

Values from the calculation:
relative energy (zero: lowest compared OMol25 entry of this formula, charge and spin) = 92.6 kcal per mole
frontier orbital gap = 9.69 eV
total charge = 0
HOMO = -9.107 eV
LUMO energy = 0.58 eV
DFT total energy = -683.69829 Ha
maximum force = 3.7 eV/Å

Last column: Löwdin charge in e.
Element x y z (Å)
S -1.408 0.547 -0.298  0.9060
O -0.852 -1.671 0.790  -0.1301
O -1.363 1.912 -0.736  -0.5172
N 0.183 0.072 -0.374  -0.4158
C 0.331 -1.270 0.078  -0.3168
C 1.019 1.048 0.340  -0.1091
H 0.570 2.062 0.398  0.0821
H 0.395 -1.887 -0.868  0.1363
H -1.518 -1.383 0.103  0.0160
H 1.190 0.681 1.407  0.1126
H 1.182 -1.347 0.846  0.1490
H 1.885 1.315 -0.125  0.0459
H -1.613 -0.080 -1.560  0.0409



A 2-piece molecular cluster, C2H7NO2S2 overall at a distorted geometry, computed with ωB97M-V with the def2-TZVPD basis set.

Values from the calculation:
relative energy (zero: lowest compared OMol25 entry of this formula, charge and spin) = 40.3 kcal per mole
frontier orbital gap (spin up / spin down) = 6.51 / 6.67 eV
total charge = 0
HOMO (spin up / spin down) = -5.899 / -9.307 eV
LUMO energy (spin up / spin down) = 0.61 / -2.64 eV
DFT total energy = -1081.80022 Ha
maximum force = 3.8 eV/Å
multiplicity = 3

Last column: Löwdin charge in e.
Element x y z (Å)
S -3.339 1.031 1.222  0.3356
S -1.175 0.336 0.736  0.6178
O -0.863 0.985 -0.515  -0.4604
O -1.495 -1.236 0.692  -0.3371
N 1.160 -0.156 1.242  0.0330
C 1.732 0.018 -1.214  -0.0754
C 1.265 -0.595 0.056  -0.3685
H -2.997 1.791 0.131  -0.2077
H 0.799 0.070 -1.918  0.1129
H -2.070 -1.698 1.317  0.0786
H 2.090 0.977 -1.066  0.0451
H 1.436 0.786 1.258  0.0361
H 1.105 -1.626 -0.089  0.0897
H 2.352 -0.682 -1.851  0.1001



A 2-piece molecular cluster, C2H7NO2Si overall at a distorted geometry, computed with ωB97M-V with the def2-TZVPD basis set.

Values from the calculation:
relative energy (zero: lowest compared OMol25 entry of this formula, charge and spin) = 188.4 kcal per mole
frontier orbital gap (spin up / spin down) = 8.64 / 8.58 eV
total charge = 0
HOMO (spin up / spin down) = -10.333 / -10.166 eV
LUMO energy (spin up / spin down) = -1.69 / -1.59 eV
DFT total energy = -574.89583 Ha
maximum force = 4.0 eV/Å

Last column: Löwdin charge in e.
Element x y z (Å)
Si 0.164 0.915 1.431  0.6535
O 0.524 -1.701 1.273  -0.0159
O -0.108 -2.304 -0.695  0.0766
N 0.174 -1.459 0.128  -0.4860
C -0.661 0.224 -1.445  -0.1172
C 0.068 -0.084 -0.197  -0.4135
H 1.466 0.769 2.053  -0.0686
H -0.680 1.292 -1.636  0.0767
H -1.690 -0.130 -1.320  0.0996
H 1.998 0.008 -0.556  0.2484
H -0.055 2.301 1.003  -0.0759
H -0.946 0.473 2.268  -0.0623
H -0.253 -0.303 -2.305  0.0846



C2H7NO3 in the gas phase at a distorted geometry, computed with ωB97M-V with the def2-TZVPD basis set.

Values from the calculation:
relative energy (zero: lowest compared OMol25 entry of this formula, charge and spin) = 77.2 kcal per mole
frontier orbital gap = 10.95 eV
total charge = 0
HOMO = -10.051 eV
LUMO energy = 0.90 eV
DFT total energy = -360.79066 Ha
maximum force = 3.7 eV/Å

Last column: Löwdin charge in e.
Element x y z (Å)
O -1.446 1.306 0.375  0.0278
O -0.324 -0.653 0.577  -0.0335
O -2.495 -0.708 -0.102  0.0395
N 0.950 -0.542 -0.416  -0.0209
C -1.295 -0.005 -0.102  -0.6240
C 2.087 0.220 0.050  -0.1119
H -2.212 1.694 -0.063  0.0989
H 2.886 0.138 -0.689  0.0902
H -2.637 -1.042 0.793  0.1044
H 1.772 1.256 0.169  0.0826
H -0.921 0.022 -1.175  0.1579
H 1.171 -1.538 -0.431  0.1092
H 2.464 -0.149 1.012  0.0798



C2H7NO3 as an isolated structure at a distorted geometry, computed with ωB97M-V with the def2-TZVPD basis set.

Values from the calculation:
relative energy (zero: lowest compared OMol25 entry of this formula, charge and spin) = 51.5 kcal per mole
frontier orbital gap = 8.22 eV
total charge = 0
HOMO = -8.680 eV
LUMO energy = -0.46 eV
DFT total energy = -360.83156 Ha
maximum force = 4.2 eV/Å

Last column: Löwdin charge in e.
Element x y z (Å)
O -0.192 -1.336 1.087  0.0001
O -1.046 -2.305 -0.681  0.0424
O 0.185 1.059 1.862  0.0440
N 0.598 0.836 -1.457  -0.0121
C -0.460 -1.374 -0.181  -0.5915
C -0.374 -0.155 -1.212  -0.2311
H 0.081 -0.186 1.473  0.1005
H -0.555 -0.735 -2.191  0.1333
H -0.236 0.799 2.730  0.1391
H -1.368 0.365 -1.175  0.1275
H 1.125 1.065 2.184  0.1330
H 0.697 1.469 -0.725  0.0191
H 1.546 0.498 -1.715  0.0957



A 2-piece molecular cluster, C2H7NO3 overall at a distorted geometry, computed with ωB97M-V with the def2-TZVPD basis set.

Values from the calculation:
relative energy (zero: lowest compared OMol25 entry of this formula, charge and spin) = 75.4 kcal per mole
frontier orbital gap = 10.12 eV
total charge = 0
HOMO = -9.420 eV
LUMO energy = 0.70 eV
DFT total energy = -360.79354 Ha
maximum force = 3.4 eV/Å

Last column: Löwdin charge in e.
Element x y z (Å)
O 0.792 0.622 -0.739  -0.1531
O 2.891 -1.301 -0.836  0.0135
O -3.058 -1.163 -0.190  -0.0369
N 1.405 0.062 0.409  -0.0029
C 2.533 -0.723 0.204  -0.3110
C -0.375 1.347 -0.328  -0.0746
H -0.918 1.579 -1.227  0.0858
H 1.453 0.704 1.212  0.1389
H -0.897 0.687 0.321  0.0656
H -0.091 2.348 0.081  0.0963
H -2.722 -2.048 -0.157  0.0255
H -3.977 -1.242 0.029  0.0232
H 2.967 -0.872 1.222  0.1296



A 2-piece molecular cluster, C2H7NO3S overall at a distorted geometry, computed with ωB97M-V with the def2-TZVPD basis set.

Values from the calculation:
relative energy (zero: lowest compared OMol25 entry of this formula, charge and spin) = 81.4 kcal per mole
frontier orbital gap (spin up / spin down) = 7.00 / 7.00 eV
total charge = 0
HOMO (spin up / spin down) = -7.715 / -7.714 eV
LUMO energy (spin up / spin down) = -0.72 / -0.72 eV
DFT total energy = -758.92727 Ha
maximum force = 4.2 eV/Å

Last column: Löwdin charge in e.
Element x y z (Å)
S -1.128 0.681 -0.335  0.5450
O -0.549 1.523 -1.401  -0.3541
O -0.614 1.022 1.034  -0.3878
O -2.712 0.860 -0.209  -0.1795
N 1.627 -0.342 1.178  0.0722
C 1.900 -0.106 -0.134  0.0960
C -0.741 -0.920 -0.692  -0.2396
H -3.078 1.405 0.485  0.0825
H 1.805 -1.317 1.433  0.1207
H 0.716 0.101 1.348  0.0299
H 1.463 0.819 -0.402  0.0414
H -0.697 -1.659 0.142  0.0305
H -0.636 -1.405 -1.654  0.0132
H 2.645 -0.663 -0.793  0.1297



C2H7NOS2 in the gas phase at a distorted geometry, computed with ωB97M-V with the def2-TZVPD basis set.

Values from the calculation:
relative energy (zero: lowest compared OMol25 entry of this formula, charge and spin) = 52.2 kcal per mole
frontier orbital gap = 9.77 eV
total charge = 0
HOMO = -9.103 eV
LUMO energy = 0.66 eV
DFT total energy = -1006.70083 Ha
maximum force = 6.2 eV/Å

Last column: Löwdin charge in e.
Element x y z (Å)
S -0.035 -0.695 0.951  0.5907
S -0.416 1.037 -0.032  0.5396
O -0.514 0.643 -1.407  -0.5878
N 1.776 -1.348 -1.083  -0.1087
C 1.646 -0.911 0.261  -0.6737
C -2.170 1.458 0.687  -0.1979
H 1.221 -2.287 -1.222  0.1160
H 2.219 0.005 0.402  0.0671
H -1.979 1.335 1.792  0.0651
H 2.096 -1.850 0.754  0.1027
H 1.265 -0.627 -1.761  0.0966
H -2.239 2.401 0.405  -0.0298
H -2.868 0.840 0.253  0.0201



C2H7NOS2 in the gas phase at a distorted geometry, computed with ωB97M-V with the def2-TZVPD basis set.

Values from the calculation:
relative energy (zero: lowest compared OMol25 entry of this formula, charge and spin) = 79.0 kcal per mole
frontier orbital gap = 9.50 eV
total charge = 0
HOMO = -9.126 eV
LUMO energy = 0.37 eV
DFT total energy = -1006.65808 Ha
maximum force = 5.4 eV/Å

Last column: Löwdin charge in e.
Element x y z (Å)
S -1.033 0.171 -0.046  0.4650
S -0.079 -1.609 0.385  0.6833
O -2.510 0.139 -0.147  -0.4196
N -0.207 0.867 -1.308  -0.2733
C 1.367 -1.380 -0.705  -0.4107
C -0.504 1.044 1.409  -0.2436
H 0.449 1.463 1.204  0.0482
H 2.067 -1.714 0.008  -0.0040
H -0.764 1.309 -2.022  -0.0138
H -1.131 1.873 1.646  0.0549
H 1.610 -0.518 -1.328  0.0403
H -0.446 0.502 2.345  0.0541
H 1.180 -2.148 -1.441  0.0191